1.
Entry from the Open Molecules 2025 dataset: an isolated ion of composition C3H6N2 and charge +2 (wB97M-V/def2-TZVPD).

Geometry as XYZ:
```
11
Properties=species:S:1:pos:R:3:nbo_charge:R:1
C -3.25668 0.02328 -0.15135 0.303
C -1.83955 0.00254 -0.02587 0.380
C 0.67314 -0.59067 0.14970 -0.111
N -0.55439 -0.02326 0.13231 -0.229
N 1.69473 0.50686 -0.16476 -0.728
H -4.22957 0.35326 -0.12322 0.285
H 0.76136 -1.46934 -0.44148 0.295
H 0.86304 -1.08402 1.10538 0.310
H 1.55553 1.22375 -1.03614 0.519
H 2.70167 -0.02971 -0.12929 0.511
H 1.63072 1.08730 0.68471 0.463
```

Output
2S+1: 1
LUMO (alpha / beta) in eV: -12.813 / -12.835
Net charge: +2
HOMO-LUMO gap (alpha / beta) in eV: 7.6 / 7.6
E_HOMO (alpha / beta) in eV: -20.436 / -20.404

2.
Entry from the Open Molecules 2025 dataset: one molecule with the formula C5H10NPS (wB97M-V/def2-TZVPD).

Geometry as XYZ:
```
18
Properties=species:S:1:pos:R:3:nbo_charge:R:1
C 0.54257 1.76450 -1.77076 -0.634
C -0.32271 0.90088 -0.95200 -0.652
P 0.68270 -0.27498 0.13110 1.172
S 1.70664 -1.79002 -1.31421 -0.554
C 1.74447 0.96526 0.92277 -0.086
N 2.38560 1.86716 1.24285 -0.245
C -0.40009 -0.82995 1.51487 -0.732
C -1.40755 -1.99246 0.97540 -0.610
H 1.08990 2.23230 -0.95921 0.219
H 1.24228 1.07405 -2.42418 0.245
H -0.06572 2.46427 -2.40918 0.232
H -0.93873 0.19192 -1.53320 0.243
H -0.85209 1.41279 -0.23244 0.212
H 0.28238 -1.23198 2.25896 0.254
H -0.90001 0.11656 1.96016 0.251
H -2.32460 -1.66938 0.43567 0.225
H -0.89311 -2.48290 0.23801 0.228
H -1.57193 -2.71799 1.91538 0.232
```

Output
2S+1: 1
LUMO in eV: -0.200
SMILES: CCP(=S)(C#N)CC
HOMO-LUMO gap in eV: 8.4
E_HOMO in eV: -8.628

For the records above, the corresponding relative energy (zero: lowest compared OMol25 entry of this formula, charge and spin) values read 66.6; 22.7 kcal per mole.